Entry 1:
{"formula": "C18H16ClN3O6S2", "method": "ωB97M-V/def2-TZVPD", "symbols": ["O", "O", "O", "Cl", "N", "O", "O", "O", "S", "C", "C", "C", "C", "C", "C", "C", "C", "C", "C", "C", "C", "C", "C", "N", "N", "C", "C", "C", "C", "S", "H", "H", "H", "H", "H", "H", "H", "H", "H", "H", "H", "H", "H", "H", "H", "H"], "positions_angstrom": [[-0.23836, 0.29502, 2.59295], [-4.05045, -0.25443, -0.39921], [-4.95380, -1.94499, 1.18126], [-3.11345, -5.92474, -3.07228], [3.06415, 0.03270, 1.66201], [0.37478, -1.61983, -0.78624], [2.72695, 0.95816, -1.45307], [0.47238, 3.01229, -1.54044], [-1.07588, -4.10000, -1.68932], [-0.15423, -0.07722, 1.45209], [-2.69847, -4.53987, -2.14299], [-3.65634, -3.82610, -1.38726], [-0.83491, -1.63970, -0.18917], [-1.68613, -2.66694, -0.78833], [-1.24013, -0.89620, 0.93493], [-3.06345, -2.75843, -0.58695], [1.96550, -0.22375, -1.43166], [1.14522, -0.62823, -0.41554], [4.11102, 0.72918, 2.21481], [2.03950, 0.77062, 1.36911], [4.12193, 2.12183, 2.37874], [1.95984, 2.15208, 1.63862], [3.02951, 2.85551, 2.14962], [0.98237, 0.20394, 0.68012], [-2.46306, -1.18119, 1.59204], [-0.99524, 2.95245, -1.22573], [-2.51736, -1.82992, 2.93483], [2.42560, 1.80384, -2.56469], [0.90536, 2.22479, -2.70166], [-3.78253, -1.46699, 0.43270], [-4.69726, -3.97079, -1.38165], [2.08585, -0.77017, -2.33941], [4.98589, 0.09575, 2.59576], [5.11325, 2.53185, 2.79508], [1.09898, 2.51323, 1.18479], [3.13560, 3.91013, 2.30950], [-1.18176, 3.58161, -0.33783], [-1.26226, 2.00974, -0.89438], [-1.47648, 3.44361, -2.15395], [-3.28583, -2.59760, 3.03667], [-2.75445, -1.05104, 3.72037], [-1.49603, -2.29076, 3.29498], [2.78870, 1.18714, -3.46577], [3.03132, 2.70756, -2.56444], [0.27268, 1.40218, -2.93855], [0.84149, 2.76369, -3.70046]], "largest_force_ha_per_bohr": 0.1479, "orbital_gap_ev": 6.8, "e_lumo_ev": -1.16, "total_energy_ev": -69867.3869, "charge": 0}

Entry 2:
{"formula": "C30H26ClFN2O8", "method": "ωB97M-V/def2-TZVPD", "symbols": ["C", "C", "F", "C", "C", "C", "C", "C", "C", "C", "C", "C", "C", "N", "O", "C", "O", "C", "C", "Cl", "C", "C", "C", "C", "O", "N", "C", "C", "C", "C", "C", "O", "H", "H", "H", "H", "H", "H", "H", "H", "H", "H", "H", "H", "H", "H", "H", "H", "H", "H", "H", "H", "H", "H", "H", "H", "C", "C", "C", "O", "C", "C", "C", "O", "O", "O", "H", "H"], "positions_angstrom": [[-5.32816, 0.17677, 2.39186], [-6.17823, 1.53808, 1.96852], [-7.58407, 1.39406, 2.50218], [-6.19854, 1.71349, 0.31370], [-4.67631, 1.41586, -0.22097], [-4.42023, -0.10087, -0.87661], [-2.92807, -0.60308, -1.42898], [-1.71653, 0.51773, -1.29287], [-1.96682, 2.03920, -0.64522], [-3.45861, 2.53911, -0.07892], [-3.63300, 4.02557, 0.59030], [-4.66957, 5.02521, -0.19335], [-4.34693, 5.25605, -1.78398], [-3.76617, 6.61077, -2.19475], [-4.62762, 4.30414, -2.69322], [-0.63186, 3.04553, -0.59300], [-0.67207, 4.33692, -0.94409], [0.77566, 2.28050, -0.11216], [1.80828, 3.02490, 0.92433], [1.40514, 4.74922, 1.54771], [3.16614, 2.19064, 1.38798], [3.38108, 0.66502, 0.78523], [4.74268, -0.13112, 1.33756], [4.22625, -1.05353, 2.61246], [4.03303, -0.42966, 3.80112], [3.90137, -2.53016, 2.55505], [3.43379, -2.96660, 1.17222], [2.69989, -2.86468, 3.46099], [2.36162, -0.07931, -0.28188], [1.02199, 0.74895, -0.73770], [-0.15435, 0.15389, -1.76722], [0.14331, -0.51584, -2.88910], [-4.15999, 0.36296, 2.31214], [-5.52131, -0.14199, 3.52583], [-5.66225, -0.71645, 1.67466], [-5.60982, 2.45038, 2.46653], [-6.94470, 0.86463, -0.07022], [-6.66224, 2.72765, -0.04154], [-5.30046, -0.87363, -0.92593], [-2.76978, -1.69279, -1.86891], [-2.60096, 4.58721, 0.79660], [-4.09449, 3.84748, 1.67652], [-5.80701, 4.73276, -0.06027], [-4.56050, 6.09183, 0.33161], [-2.84950, 6.50765, -2.68371], [-3.58277, 7.19249, -1.32221], [3.90694, 2.73353, 2.12493], [5.46539, 0.68708, 1.81512], [5.27022, -0.75283, 0.48984], [4.14521, -2.65039, 0.29858], [3.32072, -4.14346, 1.15698], [2.32749, -2.53179, 1.06095], [2.97812, -2.90166, 4.59779], [1.78850, -2.11475, 3.28301], [2.29316, -3.92166, 3.10176], [2.51740, -1.14976, -0.73904], [5.47344, -4.24913, -3.19912], [4.97698, -4.11593, -1.95719], [4.65806, -5.44866, -1.28645], [4.26205, -5.56564, -0.12241], [4.82634, -6.69390, -2.08102], [5.31073, -6.82609, -3.32847], [5.73010, -5.50103, -3.95943], [6.26700, -5.39587, -5.06657], [5.45414, -7.88990, -4.00628], [4.75977, -3.04575, -1.31011], [5.74075, -3.35618, -3.75312], [4.51018, -7.58320, -1.54803]], "largest_force_ha_per_bohr": 0.1684, "orbital_gap_ev": 1.9, "e_lumo_ev": 1.46, "total_energy_ev": -66107.7467, "charge": -2}